# 1
A molecular structure, C10H24FeO11P2Te. Source: the Open Molecules 2025 dataset; level of theory: wB97M-V/def2-TZVPD.

- LUMO level (spin up / spin down): 0.101 / 0.099 eV
- ⟨S²⟩: 6.01
- Multiplicity: 5
- HOMO (spin up / spin down): -7.78 / -8.15 eV
- Total charge: 0
- Energy relative to the best compared isomer or geometry (same formula, charge and spin): 0.00 kcal per mole

XYZ file:
```
49
Properties=species:S:1:pos:R:3:forces:R:3:lowdin_spin:R:1
H -1.191 2.503 -2.212 0.04 0.01 0.01 0.00
H -0.806 1.726 2.920 0.02 -0.09 -0.05 0.00
O 0.867 0.148 -1.729 0.09 0.02 0.01 0.02
O -1.879 1.198 -0.774 -0.01 0.01 -0.04 0.01
O 0.431 2.018 0.154 -0.15 0.00 -0.12 0.02
H 2.320 1.400 0.108 0.03 -0.02 -0.01 0.00
O -1.068 -2.093 1.767 0.10 -0.03 0.04 0.04
C -0.522 3.014 -0.182 0.06 0.03 0.06 0.00
C -2.712 -0.940 -1.178 0.02 -0.01 0.07 0.00
H -1.019 3.265 0.755 -0.01 -0.02 -0.02 0.00
C 0.101 -0.270 -2.842 0.01 0.01 -0.06 0.00
C -1.558 2.508 -1.176 -0.07 -0.04 0.02 0.00
H 2.091 3.020 -0.587 -0.02 -0.02 -0.04 0.00
H 2.911 -3.576 2.178 0.00 0.01 0.07 0.00
O -1.346 -1.350 -1.180 0.07 0.07 0.01 0.02
C 3.358 -2.018 -0.450 0.07 0.04 -0.06 0.01
H -2.626 0.682 -2.625 -0.03 -0.02 0.00 0.00
H 2.456 -1.888 2.623 0.01 -0.01 -0.02 0.00
H 0.939 2.040 -2.562 -0.01 -0.01 0.02 0.00
C 1.533 1.396 -1.903 -0.01 -0.01 -0.02 0.00
C 2.114 -2.838 2.220 -0.02 -0.01 0.11 0.00
C -2.836 0.522 -1.558 0.09 0.05 -0.02 0.00
O 1.283 0.233 1.950 -0.25 -0.10 0.04 0.04
O -0.293 -0.642 3.708 0.02 -0.03 0.26 0.00
H 1.280 -3.212 2.807 -0.02 0.01 0.00 0.00
H -1.451 -1.712 -3.216 0.03 0.01 -0.02 0.00
H -3.849 0.890 -1.357 0.01 -0.03 0.02 0.00
O -1.755 0.298 1.883 0.06 -0.03 0.15 0.04
P -1.460 -0.967 2.675 0.04 0.15 -0.20 0.00
H 0.756 -0.544 -3.679 -0.02 0.01 0.01 0.00
Fe -0.125 -0.221 0.476 -0.15 0.23 -0.11 3.73
H -3.041 -1.090 -0.151 0.01 0.02 0.01 0.00
H -2.556 -2.123 4.116 -0.01 -0.03 0.01 0.00
P 0.874 0.503 3.397 0.02 -0.07 -0.04 0.01
H 3.735 -1.170 0.118 -0.02 0.01 0.04 0.00
H -0.051 -2.358 -2.353 0.00 0.03 0.02 0.00
C 1.676 2.009 -0.526 -0.02 0.06 0.08 0.00
C -0.710 -1.492 -2.441 -0.06 -0.05 -0.01 0.00
O 0.003 1.845 3.446 -0.01 0.12 0.05 0.00
H 2.513 1.253 -2.370 -0.02 -0.04 0.04 0.00
H -0.023 3.912 -0.559 -0.03 -0.01 -0.03 0.00
Te 1.425 -2.542 0.251 0.05 -0.36 -0.14 0.04
H -0.537 0.556 -3.176 -0.03 -0.02 0.03 0.00
H -2.440 3.159 -1.139 0.02 0.01 -0.01 0.00
H -3.303 -1.579 -1.841 0.03 0.03 -0.03 0.00
O 1.885 0.477 4.452 0.02 -0.05 -0.05 0.00
H 3.292 -1.754 -1.504 0.01 0.00 -0.03 0.00
H 4.019 -2.873 -0.332 0.05 0.03 -0.02 0.00
O -2.704 -1.323 3.600 -0.01 0.11 -0.03 0.00
```
Positions in Å, forces in eV/Å.

=====

# 2
A molecular structure, C35H31FeN3O2SSb. Source: the Open Molecules 2025 dataset; level of theory: wB97M-V/def2-TZVPD.

- LUMO level (spin up / spin down): -1.208 / -1.570 eV
- ⟨S²⟩: 8.83
- Multiplicity: 6
- HOMO (spin up / spin down): -5.26 / -7.36 eV
- Total charge: 0
- Energy relative to the best compared isomer or geometry (same formula, charge and spin): 0.00 kcal per mole

XYZ file:
```
74
Properties=species:S:1:pos:R:3:forces:R:3:lowdin_spin:R:1
C 9.932 10.085 11.115 0.34 -0.32 -0.77 0.01
C 12.869 10.985 9.812 0.88 -0.85 0.49 0.00
C 13.579 12.291 7.485 0.38 -0.96 0.19 0.00
C 13.490 16.662 9.114 -0.23 -0.56 -0.18 0.00
C 9.404 10.732 13.444 -0.15 0.56 0.87 0.00
H 9.357 6.288 12.020 0.16 0.77 -0.22 0.00
C 14.464 11.345 8.021 -0.46 0.73 0.82 0.00
H 7.257 11.890 11.029 -0.35 0.08 0.34 0.00
H 10.624 18.364 12.742 0.15 -0.34 0.18 0.01
C 9.742 16.480 13.523 1.08 1.81 0.92 0.13
H 16.283 15.282 7.847 -0.20 0.36 -0.04 0.00
H 12.065 14.474 7.202 0.02 -0.04 -0.12 0.00
H 9.089 8.095 13.756 0.21 0.13 -0.93 0.00
N 9.496 15.203 13.177 -1.35 -1.07 1.60 0.21
Fe 9.981 14.977 11.455 2.96 -1.85 -2.90 3.58
H 16.336 17.492 6.645 -0.08 0.05 0.36 0.00
N 11.736 17.154 10.603 0.98 0.68 0.12 0.03
C 9.563 9.705 12.391 -0.05 -0.84 0.55 0.00
C 14.596 18.244 7.695 -0.15 0.52 -0.04 0.00
C 9.346 16.897 14.806 -0.80 -0.12 1.41 0.02
H 10.310 11.343 13.530 -0.12 0.02 -0.01 0.00
H 8.605 10.888 5.560 -0.20 0.01 0.02 0.00
H 8.375 16.335 16.643 0.14 -0.22 -0.38 0.00
H 13.824 12.818 6.569 0.06 0.02 0.10 0.00
H 5.606 12.209 10.421 0.59 0.16 -0.15 0.00
H 10.119 11.087 7.443 -0.25 0.07 0.19 0.00
C 8.737 15.807 10.317 -2.67 0.63 -2.29 0.14
C 14.485 15.724 8.878 1.95 -0.18 -0.55 0.01
H 8.577 11.400 13.174 0.06 -0.06 0.23 0.00
H 14.814 10.091 9.757 0.20 -0.12 -0.03 0.00
H 11.018 13.198 6.534 -0.02 0.01 -0.21 0.00
C 11.484 13.582 7.438 -0.36 0.45 0.49 0.00
O 12.332 14.939 10.276 -0.70 0.70 0.16 0.06
C 9.538 7.346 11.752 -0.31 -0.32 0.18 0.00
C 11.958 11.852 9.232 -0.23 0.02 0.69 0.01
C 8.760 14.366 13.928 0.06 -0.06 0.27 0.06
H 13.597 14.522 9.936 1.43 -0.82 -0.36 0.00
H 10.462 9.360 9.161 -0.23 -0.30 0.41 0.00
C 8.208 11.256 6.500 -0.03 0.23 0.71 0.00
Sb 10.127 12.164 10.430 -0.02 -0.69 -1.41 0.02
H 8.488 13.410 13.457 0.26 0.47 0.43 0.00
H 12.624 10.419 10.733 0.11 0.49 -0.60 0.00
H 10.672 13.916 8.101 0.17 -0.12 -0.13 0.00
H 15.438 11.182 7.588 0.04 -0.07 -0.19 0.00
C 10.546 17.277 12.650 -0.13 0.03 -0.77 0.09
H 6.218 11.651 5.771 0.21 -0.04 0.28 0.00
C 6.884 11.673 6.638 -0.12 0.03 -0.61 0.00
H 12.773 18.665 8.818 0.52 -0.46 -0.22 0.00
H 9.582 17.904 15.176 -0.11 -0.48 -0.36 0.00
H 5.365 12.435 8.009 0.18 -0.15 -0.26 0.00
C 12.462 16.214 10.016 -1.13 0.16 0.71 0.07
C 6.401 12.132 7.856 0.78 -0.30 0.73 0.00
C 8.386 14.723 15.186 -1.07 -1.84 0.39 0.07
C 9.904 7.708 10.460 0.31 0.78 -0.59 0.00
S 7.789 16.419 9.246 1.35 -0.43 1.14 0.12
H 6.797 13.536 10.604 -0.06 0.07 -0.06 0.00
C 8.628 11.853 8.825 -0.16 0.04 0.20 0.00
C 8.674 16.004 15.644 0.86 1.93 -0.23 0.08
C 7.253 12.164 8.979 0.13 0.10 -0.78 0.00
H 10.021 6.986 9.635 -0.02 0.29 0.70 0.00
H 9.211 10.315 14.448 -0.04 0.09 -0.49 0.00
O 14.592 14.544 9.488 -2.04 0.23 0.57 0.01
C 6.672 12.488 10.321 0.18 -0.25 0.45 0.00
C 15.570 17.284 7.394 -0.05 0.02 -0.14 0.01
C 12.357 12.550 8.090 -0.58 0.33 -0.30 0.00
H 14.678 19.250 7.285 -0.11 -0.28 -0.04 0.00
C 9.073 11.358 7.598 -0.11 0.24 -0.40 0.00
C 9.366 8.347 12.708 0.06 0.13 0.41 0.00
C 14.141 10.756 9.244 -1.06 0.19 -0.34 0.00
N 11.086 16.618 11.623 -1.65 -0.15 1.18 0.24
H 7.847 13.985 15.804 0.25 0.61 -0.35 0.00
C 10.130 9.071 10.169 -0.12 -0.20 -0.41 0.00
C 15.528 16.057 8.012 0.48 -0.24 -0.52 0.00
C 13.553 17.933 8.550 -0.03 0.48 -0.07 0.01
```
Positions in Å, forces in eV/Å.

=====

# 3
2 unconnected molecules or ions with the total composition CH3O4PS. Source: the Open Molecules 2025 dataset; level of theory: wB97M-V/def2-TZVPD.

- LUMO level (spin up / spin down): 5.838 / 5.913 eV
- Multiplicity: 1
- HOMO (spin up / spin down): 0.01 / 0.86 eV
- Total charge: -2
- Energy relative to the best compared isomer or geometry (same formula, charge and spin): 166.77 kcal per mole

XYZ file:
```
10
Properties=species:S:1:pos:R:3:forces:R:3:mulliken_charge:R:1
H 1.058 -0.819 -0.400 1.13 0.80 0.71 0.22
H 2.210 0.490 -0.840 -0.48 0.12 0.90 0.26
O -1.124 -1.663 1.165 0.10 0.23 1.00 -0.55
P -1.380 -0.700 0.055 -0.85 -0.26 -0.56 0.52
O -4.124 0.311 0.024 0.39 -0.19 0.04 -0.96
H 2.311 -0.204 0.902 -0.88 0.34 -1.12 0.19
O 0.201 2.495 -0.251 0.03 -0.03 -0.28 -0.63
S 0.171 1.252 0.604 1.58 -1.01 0.05 0.24
C 1.642 0.063 0.023 -1.03 -0.41 -0.06 -0.72
O -0.964 -1.224 -1.283 0.02 0.41 -0.68 -0.58
```
Positions in Å, forces in eV/Å.